1.
Entry from OMol25: C4H9ClN2 as an isolated structure in a non-equilibrium geometry (ωB97M-V/def2-TZVPD).

Atoms and positions in Å:
C -1.674 1.428 0.155
C -1.964 0.088 -0.540
C 1.014 -0.383 0.721
C 1.883 -0.612 -0.523
H -2.465 2.243 0.008
H -1.519 0.942 1.143
H -0.389 1.715 -0.173
H -2.949 -0.118 -1.390
H 0.121 -1.889 0.780
H 1.659 -0.672 1.525
H 1.031 0.756 0.789
H 1.531 -0.023 -1.457
H 2.010 -1.676 -1.114
N -1.391 -1.148 -0.407
N -0.247 -1.002 0.637
Cl 3.349 0.352 -0.154

Kohn-Sham gap	9.63	eV
E_LUMO	0.0292	hartree
HOMO	-0.325	hartree
E	-19791.3461	eV
total charge	0
energy relative to the best compared isomer or geometry (same formula, charge and spin)	442.1	kJ/mol

Atom charges from the Löwdin analysis, given in e for atoms 1 to 5: -0.107, -0.263, -0.411, -0.602, 0.084

***

2.
Entry from OMol25: C3H4O3Pd as an isolated structure in a non-equilibrium geometry (ωB97M-V/def2-TZVPD).

Atoms and positions in Å:
O -0.775 -2.000 1.103
C -0.537 -0.917 1.538
C -0.778 0.383 1.476
H 1.185 -0.040 0.154
H -1.311 0.858 2.300
H -0.587 0.819 0.469
O 0.967 -0.821 -1.799
C 1.006 0.303 -1.006
O -0.215 0.943 -1.037
Pd -0.738 -0.528 -1.799
H 1.784 0.999 -1.400

multiplicity	4
Kohn-Sham gap (spin up / spin down)	4.03 / 4.88	eV
E_LUMO (spin up / spin down)	0.1308 / 0.0765	hartree
HOMO (spin up / spin down)	-0.017 / -0.103	hartree
E	-12788.5556	eV
total charge	-1
energy relative to the best compared isomer or geometry (same formula, charge and spin)	474.0	kJ/mol

Atom charges from the Löwdin analysis, given in e for atoms 1 to 5: -0.030, -0.489, -0.077, 0.130, 0.029